[1]
{"formula": "C23H20N7O4OsS2", "method": "ωB97M-V with the def2-TZVPD basis set", "symbols": ["C", "C", "H", "H", "C", "O", "H", "C", "H", "S", "N", "N", "C", "C", "C", "C", "C", "O", "H", "C", "O", "H", "H", "H", "H", "H", "H", "C", "H", "H", "C", "C", "N", "H", "N", "H", "C", "N", "O", "S", "C", "C", "C", "H", "H", "H", "H", "N", "Os", "N", "C", "C", "C", "C", "C", "H", "C"], "positions_angstrom": [[-2.01544, 2.47649, -2.87664], [-2.29712, -1.87921, -0.67077], [3.20618, -1.18930, -3.29742], [-1.37863, 0.43394, -2.60062], [-1.60618, 5.16031, -0.33274], [1.84938, -0.40203, 4.18172], [-1.20946, -4.47197, 3.62268], [-0.74829, -1.76782, 3.96343], [2.47913, 1.87847, 0.45875], [0.84261, 1.79070, 2.91982], [1.70612, 0.39714, -0.74488], [1.54040, -0.71053, 2.22348], [1.89485, -0.47479, -1.77022], [-0.52787, -0.49170, 3.65554], [-2.07624, 3.71403, -2.28975], [0.20571, -2.89438, 3.94392], [0.83731, 0.01388, 3.27503], [0.13346, 2.46303, 3.97040], [2.12665, -3.67227, 3.65125], [-0.56247, 4.13832, 1.60383], [2.19452, 2.18796, 2.63446], [-2.02590, 6.01887, -0.83889], [-2.50907, 4.55420, -2.81877], [-4.18840, -2.43468, -0.14905], [-1.32497, 0.23768, 3.72074], [3.26226, -1.60475, 3.18210], [-2.39676, 2.30011, -3.87152], [3.88888, 1.26504, -1.06842], [-0.81280, -4.18928, 5.31053], [-0.18662, 4.26723, 2.60714], [1.50315, -2.78685, 3.64125], [-1.09694, 5.25250, 0.93145], [-0.03641, 1.70543, 1.54578], [-1.10392, 6.20360, 1.44666], [-1.34718, -2.07158, -1.55244], [-3.54067, -3.21719, -1.55779], [-1.44246, 1.42255, -2.16751], [-0.24300, -1.31560, -1.28714], [0.90046, -1.21291, 1.16352], [-2.18318, -0.81031, 0.75171], [-1.57890, 3.91154, -0.98754], [0.78754, -1.39074, -2.05327], [2.18547, -1.50256, 3.29932], [-1.75800, -2.03302, 4.25823], [4.65564, 1.95781, -0.75383], [0.34668, -5.02171, 4.26483], [5.02070, 0.40202, -2.67243], [-0.96689, 1.56902, -0.93806], [-0.17117, 0.04325, 0.20127], [-3.44547, -2.54329, -0.81603], [3.07722, -0.48857, -2.48430], [-0.39186, -4.22435, 4.30356], [4.08601, 0.39849, -2.12826], [-0.53260, 2.89131, 1.00675], [2.67830, 1.23802, -0.39193], [0.81021, -2.08406, -2.88530], [-1.03172, 2.79486, -0.32007]], "forces_ev_per_a": [[0.00, -0.01, -0.01], [0.06, -0.06, 0.01], [0.00, 0.00, 0.00], [0.00, 0.00, 0.00], [0.00, 0.01, 0.00], [-0.02, -0.01, 0.03], [0.00, 0.00, 0.00], [0.01, -0.01, -0.01], [0.00, 0.00, 0.00], [0.06, -0.04, 0.02], [-0.05, 0.25, -0.18], [0.44, 0.32, -0.05], [0.00, -0.05, 0.03], [-0.01, 0.06, 0.00], [0.00, 0.00, 0.01], [-0.01, 0.00, 0.00], [-0.04, -0.20, 0.01], [-0.02, 0.00, -0.01], [-0.01, -0.01, 0.00], [-0.02, 0.01, 0.00], [-0.01, 0.04, -0.01], [0.00, 0.00, 0.00], [0.00, 0.00, 0.00], [0.00, 0.00, 0.00], [-0.01, -0.01, 0.01], [0.00, 0.01, 0.00], [0.00, 0.00, 0.00], [0.01, -0.01, -0.01], [0.00, 0.00, 0.00], [0.00, 0.00, 0.00], [0.03, 0.01, 0.02], [0.00, -0.01, -0.01], [-0.13, 0.07, 0.07], [0.00, 0.00, 0.00], [0.01, 0.00, 0.05], [0.00, 0.01, -0.01], [0.03, 0.01, -0.02], [0.02, -0.01, -0.05], [-0.29, 0.06, -0.23], [-0.25, 0.28, -0.13], [0.00, 0.00, 0.00], [0.00, 0.03, 0.01], [-0.10, -0.04, -0.06], [0.00, 0.00, 0.00], [0.00, 0.00, 0.00], [0.00, 0.00, 0.00], [0.00, 0.00, 0.00], [0.14, 0.05, -0.12], [0.12, -0.73, 0.60], [0.00, -0.02, 0.02], [0.00, -0.01, 0.00], [0.00, 0.01, 0.00], [-0.01, 0.01, 0.01], [0.09, -0.03, -0.06], [-0.02, 0.02, -0.01], [0.00, 0.00, 0.00], [-0.02, -0.01, 0.04]], "homo_lumo_gap_ev": [5.4, 5.3], "e_lumo_ev": [-5.2, -5.2], "total_charge": 1, "relative_energy_kj_mol": 118.9}

***

[2]
{"formula": "C23H21AsCl3N2O2PdS6", "method": "ωB97M-V with the def2-TZVPD basis set", "symbols": ["H", "H", "C", "H", "S", "H", "H", "C", "C", "O", "C", "H", "H", "H", "N", "H", "H", "C", "H", "C", "N", "C", "As", "C", "C", "H", "C", "C", "C", "C", "C", "H", "S", "C", "H", "C", "S", "H", "C", "Pd", "S", "H", "H", "Cl", "Cl", "C", "C", "H", "S", "Cl", "C", "S", "O", "H", "C", "H", "C", "C", "H"], "positions_angstrom": [[-5.69973, 3.39930, -2.92790], [6.20506, -2.07047, 1.76638], [-3.81634, 3.34135, 0.03573], [2.54384, -5.09923, 4.10735], [3.30705, 2.71890, 0.98355], [-2.27236, 6.80612, -0.71158], [-1.14412, -2.75017, 1.20500], [3.79824, -1.20924, -0.62025], [5.34334, -1.76716, 1.19432], [1.02393, -1.53212, 1.36215], [1.48862, -3.87613, 1.11186], [-0.87071, -3.72703, -0.25583], [-1.22407, 0.20168, -3.21382], [1.35906, -2.44966, -0.45810], [-1.55424, 0.39320, -1.11747], [1.53733, -3.06782, 3.07407], [-2.98785, 6.23027, 1.58135], [1.84990, -0.47309, 0.83944], [-4.99220, 2.62580, -4.38095], [-4.79645, 3.26611, -3.52240], [-1.07637, -1.68446, -0.57498], [1.76250, -3.93837, 2.47295], [1.35186, 3.61212, 0.83357], [2.33100, -5.06294, 3.04809], [-3.42584, 3.68372, -1.25001], [-2.52061, 5.14376, -2.53458], [0.87439, -2.63617, 0.50484], [4.16189, -1.27944, 1.64397], [-1.44764, -0.46334, -0.12814], [3.24441, -0.95608, 0.59598], [2.38865, -6.12097, 0.88414], [-3.93675, 4.01136, 2.06895], [0.68978, 4.23269, -1.11269], [-3.67893, 4.27521, 1.05200], [-1.55226, -0.22436, 0.91766], [-0.62780, -2.79112, 0.24514], [-0.34245, 2.44772, 1.50086], [-4.39618, 4.22568, -3.84567], [2.63988, -6.14497, 2.24355], [-1.05820, 2.51473, -0.86528], [5.39125, -1.84329, -0.51998], [1.82824, 0.31105, 1.58913], [-4.15940, 2.33364, 0.23637], [3.36607, -7.56432, 2.94345], [3.07410, -0.95936, -2.15805], [-2.88540, 4.93191, -1.53714], [-3.13882, 5.52284, 0.77646], [2.64285, -6.96387, 0.25808], [2.06743, 5.10518, 2.19434], [1.51854, -4.97414, -1.37937], [1.81149, -4.98687, 0.33869], [-3.55701, 2.43342, -2.51614], [-2.30735, 2.48072, -3.34536], [3.92853, -1.12478, 2.68793], [-2.74063, 5.85171, -0.51238], [-0.59039, -2.41683, -2.53656], [-0.91765, -1.58225, -1.94052], [-1.21731, -0.29550, -2.25870], [1.40588, -0.06459, -0.07343]], "forces_ev_per_a": [[-0.02, 0.02, -0.02], [-0.02, 0.01, 0.02], [-0.01, 0.03, 0.13], [0.00, 0.01, 0.00], [-0.12, -0.02, -0.02], [0.00, 0.00, 0.01], [-0.03, -0.05, -0.03], [-0.01, -0.03, -0.01], [0.04, -0.03, -0.01], [0.04, 0.07, -0.01], [-0.03, -0.06, -0.07], [0.05, -0.04, 0.00], [0.00, -0.02, -0.01], [0.00, 0.02, 0.00], [-0.06, -0.25, 0.17], [0.00, -0.01, 0.00], [0.00, 0.00, 0.00], [-0.06, -0.01, -0.06], [-0.02, 0.02, -0.01], [-0.01, -0.03, -0.01], [-0.12, 0.00, 0.05], [-0.01, 0.01, 0.00], [-0.06, -0.03, 0.00], [0.01, 0.00, 0.04], [0.01, 0.02, -0.12], [0.00, 0.00, 0.00], [0.01, 0.01, 0.00], [-0.04, 0.00, -0.02], [0.08, 0.00, -0.03], [0.03, 0.01, 0.04], [0.02, -0.06, -0.01], [-0.01, -0.01, -0.01], [-0.12, 0.11, -0.05], [0.00, 0.00, 0.03], [-0.02, -0.02, 0.01], [0.06, 0.11, 0.00], [0.04, -0.09, 0.20], [-0.02, 0.01, -0.01], [0.00, -0.01, -0.01], [0.72, 0.06, -0.14], [0.00, 0.04, 0.00], [0.00, 0.06, 0.03], [-0.07, 0.03, 0.02], [-0.01, 0.03, -0.01], [-0.03, -0.01, 0.00], [0.01, 0.00, 0.02], [-0.02, -0.01, 0.03], [0.00, 0.00, 0.00], [0.01, 0.04, 0.02], [0.00, 0.01, 0.00], [0.00, 0.04, 0.06], [0.08, 0.00, -0.17], [-0.21, 0.03, 0.07], [0.01, 0.00, 0.00], [0.01, 0.00, -0.06], [-0.01, -0.01, 0.00], [0.06, -0.05, 0.01], [-0.14, 0.08, -0.10], [0.01, -0.01, 0.03]], "homo_lumo_gap_ev": [5.6, 6.2], "e_lumo_ev": [2.0, 2.0], "multiplicity": 3, "total_charge": -1, "relative_energy_kj_mol": 22.7}